DFT (wB97M-V/def2-TZVPD) results for an isolated molecule of C16H19NO4S.

```
41
Properties=species:S:1:pos:R:3:forces:R:3:lowdin_charge:R:1
C -5.99430 -1.71402 -0.73785 -0.25 0.01 -0.16 -0.074
O -4.81207 -1.84639 0.01608 0.37 0.07 0.19 -0.075
C -3.95372 -0.79846 0.08330 0.28 0.12 0.11 -0.225
C -4.15038 0.42375 -0.55452 -0.15 -0.09 -0.04 0.004
C -3.20958 1.43239 -0.42761 -0.04 0.01 0.00 -0.046
C -2.08536 1.21533 0.33746 0.47 0.44 0.07 -0.295
S -0.85927 2.49516 0.45214 0.17 0.13 -0.58 0.662
O -1.46999 3.79009 0.48612 -0.18 0.00 -0.18 -0.290
O 0.08274 2.16431 1.48830 -0.24 -0.33 -0.05 -0.296
N -0.15716 2.37436 -1.07580 -0.46 0.26 0.76 -0.130
C 0.67062 1.21972 -1.31923 0.53 -0.54 0.07 -0.203
C 2.02520 1.25458 -0.60244 -0.17 0.21 0.13 -0.197
O 2.72133 0.08527 -0.97531 0.07 -0.16 -0.07 -0.042
C 3.92104 -0.17966 -0.38092 0.12 -0.14 -0.04 -0.266
C 4.53949 0.63061 0.56378 -0.33 0.15 -0.10 -0.024
C 5.76242 0.25400 1.09596 0.12 -0.10 0.00 -0.088
C 6.37906 -0.91695 0.69772 0.13 0.05 0.12 -0.107
C 5.76271 -1.72416 -0.24615 -0.06 0.00 -0.03 -0.090
C 4.54487 -1.36183 -0.78230 -0.17 0.11 -0.03 -0.014
C -1.87845 0.00801 0.98081 -0.09 -0.10 0.05 -0.019
C -2.80186 -1.01357 0.86580 -0.17 -0.01 -0.10 -0.183
C -2.61311 -2.33279 1.54367 -0.06 0.02 -0.04 -0.027
H -6.51171 -2.66699 -0.63900 0.00 0.10 -0.04 0.096
H -6.63192 -0.91465 -0.34856 0.04 -0.02 -0.02 0.098
H -5.77866 -1.52798 -1.79439 0.00 0.01 0.05 0.098
H -5.03121 0.59934 -1.15063 -0.09 0.00 -0.05 0.106
H -3.34133 2.38831 -0.90670 -0.11 0.11 -0.13 0.119
H 0.27144 3.25084 -1.33454 -0.07 0.30 0.06 0.110
H 0.10852 0.34720 -0.97879 0.11 -0.12 -0.16 0.119
H 0.83572 1.12252 -2.39635 -0.09 -0.04 0.11 0.130
H 2.58569 2.14978 -0.91149 -0.02 -0.06 0.06 0.138
H 1.85963 1.29368 0.47994 0.15 0.00 -0.20 0.107
H 4.07973 1.54840 0.89441 -0.07 0.08 0.01 0.105
H 6.23337 0.89004 1.83105 0.03 0.05 0.05 0.103
H 7.33188 -1.20077 1.11792 0.08 -0.02 0.04 0.097
H 6.23452 -2.64177 -0.56523 0.03 -0.07 -0.03 0.102
H 4.04990 -1.97734 -1.51701 -0.06 -0.08 -0.09 0.115
H -0.98940 -0.11147 1.58046 0.09 -0.12 0.10 0.122
H -1.68601 -2.34622 2.10857 0.06 -0.03 0.05 0.082
H -3.44685 -2.52941 2.21543 -0.02 -0.10 0.08 0.088
H -2.59751 -3.13326 0.80584 0.02 -0.12 0.02 0.088
```
Positions in Å, forces in eV/Å.

Results
Energy ... -37414.78113 eV
Orbital gap ... 9.1 eV
LUMO ... 0.623 eV
Largest force on an atom ... 0.927 eV/Å
SMILES ... COc1ccc(S(=O)(=O)NCCOc2ccccc2)cc1C
Net charge ... 0
Relative energy (zero: lowest compared OMol25 entry of this formula, charge and spin) ... 39.4 kcal per mole
HOMO energy ... -0.313 Ha
Spin multiplicity ... 1

=====

DFT (wB97M-V/def2-TZVPD) results for a structure of composition C9H3Cl5F6NO6PdS2.

```
33
Properties=species:S:1:pos:R:3:forces:R:3:lowdin_charge:R:1
Pd 1.04278 -0.78153 0.54292 0.33 -0.18 0.56 0.937
F 0.55636 1.13486 2.80332 -0.04 -0.01 0.01 0.132
C -0.07946 0.32548 3.63853 0.03 -0.01 0.03 -0.684
F -1.37404 0.62095 3.64075 0.01 0.00 0.00 0.150
F 0.40660 0.51893 4.86910 0.01 -0.01 -0.03 0.133
S 0.18130 -1.46533 3.22787 0.04 0.10 -0.03 0.601
O 1.58702 -1.61403 2.90946 -0.10 0.09 0.09 -0.306
O -0.36128 -2.17838 4.33608 0.01 -0.03 0.01 -0.252
N -0.68209 -1.53461 1.86965 0.27 0.14 -0.11 -0.368
S -0.93678 -3.00377 1.25949 -0.23 -0.05 -0.26 0.585
O 0.19024 -3.41508 0.46924 -0.03 -0.15 -0.12 -0.303
O -1.53959 -3.93557 2.15580 -0.03 0.00 0.08 -0.257
C -2.27052 -2.52898 0.06944 0.03 -0.04 -0.09 -0.681
F -2.54778 -3.59965 -0.68208 0.02 0.09 0.05 0.135
F -3.37392 -2.17127 0.72183 0.06 0.01 -0.02 0.145
F -1.89237 -1.53198 -0.72523 -0.06 -0.08 0.06 0.126
Cl -1.33097 2.87271 -5.50289 -0.02 0.02 -0.04 0.635
C -0.85095 2.27672 -3.95542 0.03 -0.04 0.02 -0.731
C -0.26533 1.02182 -3.82590 0.00 0.01 0.02 -0.706
Cl -0.02900 0.05869 -5.23791 0.01 -0.03 -0.05 0.660
C 0.13321 0.53191 -2.58593 -0.03 0.07 -0.08 -0.595
Cl 0.86936 -1.02430 -2.49103 -0.09 -0.02 0.03 0.733
C -0.05149 1.29038 -1.40487 0.03 -0.06 0.11 -0.467
O 0.27025 0.93731 -0.20893 -0.08 0.06 -0.10 -0.227
C -0.65312 2.56565 -1.57221 0.00 -0.01 -0.08 -0.610
Cl -0.88853 3.50783 -0.14828 0.00 0.02 0.03 0.705
C -1.03969 3.04644 -2.80986 0.00 -0.01 0.03 -0.711
Cl -1.76090 4.60915 -2.94203 -0.01 0.02 0.00 0.654
C 3.34547 0.73917 0.33660 -0.12 0.01 -0.02 -0.235
O 2.79350 -0.46832 -0.10520 -0.08 0.05 -0.13 -0.406
H 4.40397 0.73694 0.05438 0.00 0.00 0.00 0.076
H 3.28520 0.85415 1.42795 0.03 0.02 -0.01 0.066
H 2.86251 1.60372 -0.13465 0.03 0.02 0.04 0.067
```
Positions in Å, forces in eV/Å.

Results
Energy ... -127224.49934 eV
Orbital gap ... 7.5 eV
LUMO ... 1.974 eV
Largest force on an atom ... 0.670 eV/Å
Net charge ... -1
Relative energy (zero: lowest compared OMol25 entry of this formula, charge and spin) ... 0.0 kcal per mole
HOMO energy ... -0.203 Ha
Spin multiplicity ... 1

=====

DFT (wB97M-V/def2-TZVPD) results for a cluster of 5 separate species, H10O5 in total.

```
15
Properties=species:S:1:pos:R:3:forces:R:3:lowdin_charge:R:1
O 5.22926 -19.81547 2.56052 0.57 0.09 0.20 -0.050
H 4.59405 -20.19737 3.16625 -0.35 -0.31 0.07 -0.003
H 4.70224 -19.50553 1.82403 -0.02 0.17 -0.27 0.017
O 7.16844 -17.53190 2.39248 0.39 0.42 0.15 -0.058
H 6.85251 -18.09930 3.09567 -0.11 -0.34 0.01 0.009
H 6.39114 -17.34791 1.86505 -0.12 -0.09 -0.29 -0.024
O 2.67472 -20.80147 3.39568 0.10 -0.01 0.18 -0.036
H 2.25836 -19.95195 3.54120 -0.18 0.24 0.14 0.047
H 2.14743 -21.21302 2.71098 -0.08 -0.23 -0.20 0.051
O 8.70788 -21.39294 2.21877 0.19 -0.01 -0.13 -0.052
H 7.76887 -21.32646 2.39218 -0.36 0.20 -0.02 0.014
H 9.03162 -22.00339 2.88117 0.12 -0.14 0.14 0.025
O 4.51381 -17.11909 1.02213 0.05 -0.21 -0.02 -0.037
H 4.23229 -16.83896 1.89304 -0.05 0.15 0.33 0.048
H 3.72356 -17.06312 0.48492 -0.13 0.07 -0.28 0.048
```
Positions in Å, forces in eV/Å.

Results
Energy ... -10399.72042 eV
Orbital gap ... 10.4 eV
LUMO ... -0.043 eV
Largest force on an atom ... 0.608 eV/Å
SMILES ... O.O.O.O.O
Net charge ... 0
Relative energy (zero: lowest compared OMol25 entry of this formula, charge and spin) ... 26.0 kcal per mole
HOMO energy ... -0.385 Ha
Spin multiplicity ... 1

=====

DFT (wB97M-V/def2-TZVPD) results for a structure of composition C15H36AsN8OReSi2.

```
64
Properties=species:S:1:pos:R:3:forces:R:3:lowdin_charge:R:1
Re -1.03972 -0.19263 0.07517 -0.32 -0.48 -0.21 0.952
C -1.33336 -3.09842 3.86332 -0.04 0.04 -0.04 0.005
N -2.35923 -2.05862 3.72166 -0.01 -0.02 0.04 -0.113
C -3.42000 -1.99626 4.73793 0.03 0.00 -0.03 0.006
C -2.23834 -1.13787 2.77273 0.03 0.18 0.09 -0.374
N -1.22780 -1.06801 1.92555 0.02 -0.17 0.06 -0.062
N -3.23378 -0.16994 2.72985 0.08 -0.02 0.05 0.188
C -3.39184 0.81644 1.80530 0.06 -0.12 -0.18 -0.434
N -4.27847 1.76484 2.09668 -0.05 -0.01 0.00 0.228
N -2.73248 0.79244 0.65470 -0.09 0.46 0.17 -0.066
H -1.74415 -3.90384 4.46264 0.03 0.00 0.02 0.106
H -0.44290 -2.70830 4.35971 0.02 -0.02 -0.01 0.115
H -1.07943 -3.51670 2.88977 0.00 -0.02 0.01 0.100
H -3.38791 -2.91046 5.32005 -0.01 0.01 0.01 0.107
H -4.40562 -1.94984 4.27300 -0.02 -0.02 0.02 0.107
H -3.26725 -1.15970 5.42352 -0.02 0.01 -0.01 0.114
H -0.50978 -1.73300 2.17819 0.00 -0.01 -0.03 0.045
H -3.86542 -0.15281 3.51610 -0.02 -0.02 -0.02 0.139
H -4.78046 1.79196 2.97044 0.00 -0.01 0.00 0.144
H -4.50061 2.48871 1.43200 0.00 0.01 0.01 0.142
H -2.95950 1.61659 0.10547 -0.02 -0.05 -0.03 0.092
C 3.43434 -1.71988 1.30174 -0.01 -0.09 -0.10 -0.198
Si 2.99050 -1.45122 -0.48398 0.15 -0.17 -0.12 0.405
C 4.30754 -0.65765 -1.52957 -0.02 -0.05 0.05 -0.185
C 2.10427 -2.86690 -1.31344 0.05 0.08 0.10 -0.201
As 1.26730 0.24986 -0.27856 -0.04 0.54 0.12 0.989
Si 1.88631 2.54660 0.30332 0.32 0.12 0.03 0.397
C 3.73712 2.58889 0.42545 -0.06 0.03 0.04 -0.194
C 1.22977 3.53760 -1.12662 -0.12 -0.08 0.05 -0.194
C 1.05123 2.87441 1.92981 0.01 -0.02 -0.04 -0.203
H 4.08723 -2.59363 1.38099 0.03 0.01 -0.02 0.058
H 2.56004 -1.92560 1.92229 0.00 0.02 0.01 0.025
H 3.97853 -0.87139 1.71836 -0.03 0.01 0.01 0.039
H 4.82116 -1.43442 -2.10176 0.02 -0.02 0.03 0.054
H 5.05267 -0.15963 -0.90769 -0.02 0.04 -0.02 0.045
H 3.91404 0.06224 -2.24920 -0.02 -0.01 0.02 0.028
H 2.83033 -3.59766 -1.67737 0.03 0.00 0.03 0.054
H 1.52478 -2.53614 -2.17770 0.01 0.00 -0.01 0.024
H 1.43716 -3.38160 -0.62002 -0.04 0.01 -0.02 0.036
H 4.23514 2.37500 -0.52074 -0.03 -0.02 -0.01 0.037
H 4.11643 1.90796 1.18964 0.00 -0.01 -0.01 0.038
H 4.03266 3.59842 0.72754 0.01 0.00 -0.01 0.058
H 1.83111 3.39214 -2.02351 0.02 0.00 0.00 0.036
H 1.28893 4.59492 -0.85477 0.03 0.01 -0.01 0.058
H 0.18543 3.32287 -1.36272 0.00 0.00 0.03 0.029
H 1.61735 2.44518 2.75756 -0.01 -0.03 0.01 0.045
H 0.02323 2.51478 1.98214 0.00 0.00 -0.05 0.005
H 1.03718 3.95859 2.07432 0.00 0.00 0.04 0.054
C 1.26875 0.83804 -4.83730 -0.07 -0.01 0.03 0.058
N 0.03192 0.41989 -4.13856 0.04 0.04 -0.07 -0.007
C -1.07471 0.07445 -4.85266 0.01 0.03 0.01 0.030
C -2.20204 -0.32340 -4.23616 0.02 0.04 0.00 0.046
C -2.21450 -0.33504 -2.81980 -0.10 -0.04 0.02 -0.323
N -1.10171 -0.00924 -2.09106 0.10 -0.05 0.00 -0.006
C 0.02491 0.33726 -2.78830 -0.10 -0.01 0.02 -0.456
O 1.12228 0.60330 -2.21153 0.12 -0.11 -0.03 -0.273
N -3.32635 -0.66244 -2.18319 0.01 0.05 -0.02 0.204
H 0.99502 1.14102 -5.84303 0.02 -0.03 -0.01 0.111
H 1.97007 0.00744 -4.87205 0.02 0.02 0.01 0.116
H 1.70842 1.67877 -4.31174 0.01 0.01 -0.02 0.101
H -0.98415 0.14384 -5.92779 -0.01 -0.01 0.00 0.161
H -3.07833 -0.59771 -4.80331 -0.01 0.00 0.01 0.141
H -4.14698 -0.92657 -2.70636 0.00 -0.02 0.01 0.145
H -3.37631 -0.67792 -1.17645 0.02 -0.03 0.00 0.068
```
Positions in Å, forces in eV/Å.

Results
Energy ... -108810.45191 eV
Orbital gap (alpha / beta) ... 6.9 / 6.9 eV
LUMO (alpha / beta) ... -9.212 / -8.943 eV
Largest force on an atom ... 0.621 eV/Å
Net charge ... +3
HOMO energy (alpha / beta) ... -0.593 / -0.581 Ha
Spin multiplicity ... 2